{"formula": "C17H24BiClIN2O3P", "method": "the ωB97M-V functional and the def2-TZVPD basis", "species": ["C", "C", "H", "H", "H", "O", "I", "Bi", "P", "C", "C", "H", "H", "H", "C", "H", "H", "H", "H", "H", "H", "C", "O", "Cl", "C", "N", "N", "C", "O", "C", "C", "C", "C", "C", "C", "C", "C", "C", "H", "H", "H", "H", "H", "H", "H", "H", "H", "H", "H", "H"], "xyz": [[2.7792, 0.6279, -1.4227], [2.2280, -0.3455, -2.3840], [3.0660, 1.5754, -1.8922], [3.6589, 0.2787, -0.8945], [2.0083, 0.7517, -0.6369], [1.4047, -0.0555, -3.2381], [0.0922, -2.1479, -1.7427], [1.4398, -1.2361, 2.4475], [2.9255, -2.2775, -1.5408], [3.1532, -2.8865, -3.2226], [4.7817, -1.9132, -1.3436], [3.3503, -3.8818, 0.2915], [4.0611, -4.3785, -1.2330], [2.3145, -4.5942, -0.9599], [3.1615, -3.9306, -0.7814], [5.0361, -1.7090, -0.3059], [5.2785, -2.8280, -1.6408], [4.1410, -3.3391, -3.2352], [3.0516, -2.0779, -3.9394], [5.1153, -1.1274, -2.0124], [2.4317, -3.6772, -3.3783], [-0.7424, -0.7552, -4.3158], [-0.7215, -0.3211, -5.3744], [3.9912, -0.9753, 2.4366], [-4.2742, 2.4804, 1.2341], [-3.2249, 1.8581, 0.4724], [-2.0912, 1.4766, 1.0857], [-1.1105, 1.2128, 0.1402], [0.0422, 0.8866, 0.4693], [-1.7972, 1.3904, -1.1217], [-3.0283, 1.9094, -0.8568], [-4.1100, 2.3991, -1.7448], [-2.0108, 1.2821, 2.4721], [-2.9785, 0.5657, 3.1521], [-2.8942, 0.3456, 4.5040], [-1.7592, 0.7720, 5.1570], [-0.7352, 1.4129, 4.4995], [-0.8624, 1.6696, 3.1424], [-3.8625, 3.2333, 1.9552], [-4.9004, 1.7307, 1.7798], [-4.9193, 3.0163, 0.5072], [-1.3331, 1.2598, -2.0923], [-5.0603, 1.8368, -1.5575], [-4.2260, 3.4963, -1.5939], [-3.7572, 2.2571, -2.7888], [-3.7330, 0.0740, 2.5865], [-3.6773, -0.1599, 5.0546], [-1.6919, 0.7120, 6.2218], [0.1084, 1.8361, 5.0315], [-0.1194, 2.2707, 2.6089]], "total_charge": 2, "spin_multiplicity": 1, "lumo_ev": [-9.02, -9.33], "homo_energy_ev": [-13.739, -13.622], "de_lowest_kj_mol": 106.8, "homo_lumo_gap_ev": [4.72, 4.29]}

---

{"formula": "C17H24Cl2N3NiOSbSe4", "method": "the ωB97M-V functional and the def2-TZVPD basis", "species": ["Ni", "Se", "Sb", "Se", "Se", "Se", "Cl", "C", "H", "H", "C", "C", "C", "C", "C", "O", "C", "C", "C", "C", "C", "C", "Cl", "C", "C", "C", "N", "C", "N", "C", "N", "H", "H", "H", "H", "H", "H", "H", "H", "H", "H", "H", "H", "H", "H", "H", "H", "H", "H", "H", "H", "H", "H"], "xyz": [[-0.1030, -3.3113, -2.0714], [5.1062, -1.5066, 1.5119], [3.2666, -2.4819, 0.0865], [1.2443, -3.1406, -0.9445], [-0.8041, -4.5036, -0.7265], [5.0856, -3.7579, -0.8995], [-2.8590, -5.4732, -2.7532], [-1.7831, -4.0628, -2.2608], [-2.4753, -3.2507, -2.0139], [-1.2630, -3.7798, -3.2144], [-0.7817, -0.4229, 0.0348], [-1.6170, 0.8170, -0.1883], [-2.3482, 1.1327, 1.1266], [-2.6875, 0.5094, -1.2463], [-0.8012, 2.0725, -0.6531], [-1.7636, 3.1155, -0.9508], [0.1516, 2.7093, 0.3968], [1.3823, 1.9649, 0.9661], [1.1976, 1.1403, 2.2280], [1.8791, -0.0797, 2.3000], [1.7976, -0.9176, 3.4015], [1.0146, -0.5133, 4.4673], [0.8260, -1.5400, 5.8608], [0.3559, 0.7063, 4.4480], [0.4548, 1.5324, 3.3365], [-0.0927, 1.9788, -2.0534], [0.5259, 0.7722, -2.5491], [0.0950, -0.1170, -3.4722], [0.9867, -1.0704, -3.6541], [1.9973, -0.6937, -2.8162], [1.7521, 0.3961, -2.1382], [-1.4267, -1.2647, 0.3122], [-0.0473, -0.3292, 0.8236], [-0.2503, -0.7360, -0.8547], [-3.0438, 0.3238, 1.3552], [-2.9396, 2.0512, 1.0516], [-1.6497, 1.2104, 1.9560], [-3.3989, -0.2224, -0.8588], [-2.2440, 0.0940, -2.1493], [-3.2447, 1.4029, -1.5284], [-1.9856, 3.5578, -0.1266], [-0.4746, 3.0501, 1.2293], [0.5117, 3.6116, -0.1073], [2.1340, 2.7243, 1.2037], [1.8298, 1.3242, 0.2025], [2.4920, -0.4015, 1.4464], [2.3720, -1.8381, 3.3671], [-0.2274, 1.0135, 5.3063], [-0.0570, 2.4890, 3.3665], [0.6973, 2.7324, -2.0589], [-0.8515, 2.2740, -2.7787], [-0.8352, -0.0210, -4.0082], [2.9000, -1.2708, -2.7083]], "total_charge": -2, "spin_multiplicity": 3, "lumo_ev": [3.89, 3.89], "homo_energy_ev": [0.367, -0.064], "de_lowest_kj_mol": 1019.4, "homo_lumo_gap_ev": [3.52, 3.95]}

---

{"formula": "C17H24Cl3F4IO12S3", "method": "the ωB97M-V functional and the def2-TZVPD basis", "species": ["C", "C", "O", "C", "C", "C", "F", "O", "S", "O", "O", "C", "Cl", "C", "I", "C", "Cl", "C", "C", "Cl", "C", "C", "C", "F", "F", "F", "H", "H", "H", "H", "H", "H", "H", "H", "H", "H", "H", "H", "H", "H", "H", "H", "C", "C", "O", "S", "O", "O", "O", "H", "H", "H", "H", "C", "C", "O", "S", "O", "O", "O", "H", "H", "H", "H"], "xyz": [[2.2291, 0.4970, -0.4479], [1.0463, -0.4060, 0.1162], [-0.1446, 0.3290, 0.2152], [-1.2946, 0.0867, -0.5540], [-0.7753, -0.2108, -1.9815], [-1.6111, 0.0294, -3.2612], [-1.4411, 1.3459, -3.7204], [-1.8085, 1.4659, -0.6019], [-3.3703, 1.6692, -0.8909], [-3.9360, 2.4833, 0.1565], [-3.4909, 2.4770, -2.0733], [-4.3699, 0.0892, -1.0785], [-5.1709, 0.3130, -2.6519], [-3.6337, -1.2648, -0.7358], [-4.8576, -2.5290, 0.6860], [-3.4843, -2.3260, -1.8609], [-1.9673, -3.0642, -2.4992], [-4.5246, -2.8989, -2.5070], [-4.3365, -3.9964, -3.5903], [-6.2343, -2.5469, -2.2735], [-2.3385, -0.9084, 0.1530], [-1.4523, -2.1881, 0.4709], [-2.7111, -0.4259, 1.6157], [-3.9064, 0.1815, 1.7797], [-1.8622, 0.5100, 2.1143], [-2.6375, -1.4055, 2.5618], [2.6647, 1.0266, 0.4263], [3.0057, -0.1990, -0.8015], [1.8880, 1.2350, -1.1955], [1.3968, -0.6698, 1.1419], [1.1000, -1.3540, -0.4511], [-0.2503, -1.1787, -2.1040], [0.0496, 0.5244, -2.1514], [-1.1171, -0.5742, -4.0614], [-2.6667, -0.2858, -3.2762], [-5.1703, 0.2033, -0.3167], [-3.8361, -3.5328, -4.4679], [-3.7566, -4.8568, -3.1942], [-5.2990, -4.4042, -3.9446], [-0.7376, -1.9876, 1.2961], [-2.0197, -3.1219, 0.5774], [-0.7496, -2.3393, -0.3762], [6.9065, -0.2099, 0.1563], [6.9432, 0.1838, 1.6186], [5.6813, -0.2396, 2.1415], [5.2031, -1.5672, 1.3643], [5.5511, -2.6961, 2.1446], [3.8891, -1.3493, 0.8798], [6.2322, -1.4715, 0.1282], [6.3223, 0.5024, -0.4313], [7.9022, -0.3012, -0.2724], [7.0772, 1.2540, 1.7582], [7.7296, -0.3536, 2.1547], [0.5758, 4.3022, 3.5528], [2.0352, 3.9308, 3.7295], [2.2209, 2.7774, 2.9069], [1.2454, 2.8810, 1.6192], [1.9961, 3.3935, 0.5300], [0.4897, 1.6805, 1.5268], [0.2933, 4.0580, 2.1737], [-0.0728, 3.6595, 4.1530], [0.3822, 5.3438, 3.8012], [2.2863, 3.7082, 4.7642], [2.6923, 4.7217, 3.3582]], "total_charge": 0, "spin_multiplicity": 1, "lumo_ev": -0.87, "homo_energy_ev": -9.340, "homo_lumo_gap_ev": 8.47}